1.
Molecular formula: C43H48N2O3P2S3SiY
Method: DFT, ωB97M-V/def2-TZVPD

Summary:
- Multiplicity: 1
- Charge: -1
- Relative energy (zero: lowest compared OMol25 entry of this formula, charge and spin): 0.7015 eV
- HOMO-LUMO gap: 0.256 hartree

Positions of all 103 atoms, in Å:
Y  -0.14  -0.48  -1.22
S  2.43  -1.68  -0.17
P  2.49  0.23  0.43
C  1.01  1.03  0.26
P  -0.08  1.25  1.52
S  -1.96  0.91  0.88
C  0.19  0.21  3.01
C  -0.01  -1.17  2.89
C  0.14  -2.01  3.98
C  0.49  -1.49  5.22
C  0.70  -0.13  5.35
C  0.56  0.72  4.26
C  -0.02  2.96  2.19
C  0.90  3.87  1.67
C  0.92  5.18  2.13
C  0.03  5.59  3.11
C  -0.90  4.69  3.62
C  -0.93  3.39  3.15
C  3.28  0.37  2.08
C  3.60  1.64  2.57
C  4.21  1.79  3.81
C  4.51  0.67  4.58
C  4.20  -0.59  4.10
C  3.59  -0.75  2.85
C  3.74  1.11  -0.59
C  5.04  0.62  -0.73
C  5.97  1.30  -1.50
C  5.62  2.49  -2.14
C  4.33  2.98  -2.00
C  3.39  2.29  -1.22
H  -0.27  -1.60  1.93
H  -0.02  -3.08  3.85
H  0.60  -2.15  6.07
H  1.00  0.28  6.31
H  0.74  1.77  4.38
H  1.57  3.54  0.89
H  1.63  5.89  1.72
H  0.04  6.62  3.47
H  -1.61  5.01  4.37
H  -1.67  2.69  3.53
H  3.39  2.51  1.97
H  4.45  2.78  4.17
H  4.98  0.79  5.55
H  4.42  -1.47  4.69
H  3.34  -1.73  2.47
H  5.31  -0.32  -0.26
H  6.98  0.91  -1.60
H  6.34  3.02  -2.74
H  4.04  3.89  -2.51
H  2.38  2.65  -1.12
C  -5.74  -4.07  4.03
C  -4.79  -3.85  2.88
C  -4.54  -4.84  1.95
C  -3.66  -4.64  0.89
C  -3.03  -3.40  0.78
C  -3.26  -2.38  1.70
C  -4.14  -2.62  2.74
S  -1.89  -3.15  -0.51
O  -2.03  -4.30  -1.38
O  -0.57  -2.93  0.08
N  -2.16  -1.77  -1.19
C  -3.19  -1.49  -2.08
C  -4.29  -2.32  -2.36
C  -5.25  -1.85  -3.23
C  -5.10  -0.60  -3.82
C  -3.97  0.13  -3.50
N  -3.03  -0.30  -2.65
H  -6.24  -5.04  3.95
H  -6.51  -3.30  4.06
H  -5.21  -4.04  4.98
H  -5.05  -5.80  2.04
H  -3.47  -5.41  0.16
H  -2.76  -1.42  1.60
H  -4.32  -1.83  3.46
H  -4.38  -3.29  -1.90
H  -6.11  -2.47  -3.46
H  -5.84  -0.20  -4.50
H  -3.80  1.10  -3.94
C  -0.38  -3.35  -4.79
C  0.83  -3.06  -3.93
O  0.45  -2.65  -2.62
H  -0.07  -3.65  -5.79
H  -1.02  -2.47  -4.86
H  -0.98  -4.16  -4.36
H  1.41  -2.23  -4.33
H  1.50  -3.92  -3.85
H  0.02  -3.38  -2.15
C  1.79  2.61  -5.17
Si  0.50  2.05  -3.93
C  -1.13  2.02  -4.84
C  0.35  3.44  -2.67
C  0.84  0.42  -3.22
H  1.55  3.60  -5.58
H  1.87  1.90  -6.00
H  2.78  2.67  -4.69
H  -1.28  2.94  -5.42
H  -1.95  1.93  -4.12
H  -1.19  1.16  -5.52
H  -0.36  4.20  -3.04
H  1.31  3.94  -2.51
H  -0.01  3.08  -1.70
H  1.90  0.36  -2.94
H  0.68  -0.32  -4.02

---

2.
Molecular formula: C3H7NO2
Method: DFT, ωB97M-V/def2-TZVPD

Summary:
- SMILES string: [H]/N=C/OCCO
- Multiplicity: 1
- Relative energy (zero: lowest compared OMol25 entry of this formula, charge and spin): 1.5691 eV
- HOMO-LUMO gap: 0.398 hartree

Positions of all 13 atoms, in Å:
O  -1.94  0.18  -0.14
C  -1.08  -0.80  0.38
C  0.15  -1.06  -0.49
O  1.36  -0.46  0.01
C  1.40  0.86  0.15
N  0.44  1.65  -0.13
H  -1.37  0.97  -0.26
H  -0.73  -0.55  1.40
H  -1.67  -1.72  0.46
H  0.40  -2.13  -0.51
H  -0.04  -0.71  -1.51
H  2.37  1.16  0.55
H  0.70  2.61  0.07

---

3.
Molecular formula: C3H2O6
Method: DFT, ωB97M-V/def2-TZVPD

Summary:
- Multiplicity: 1
- Charge: -2
- HOMO-LUMO gap: 0.265 hartree

Positions of all 11 atoms, in Å:
C  -1.73  0.59  -0.02
C  2.63  0.21  0.17
C  -1.05  -0.76  0.50
O  -2.16  1.56  0.61
O  2.81  0.96  -0.79
O  -1.93  0.58  -1.34
O  3.31  -0.80  0.47
O  -0.83  -0.83  1.71
O  -1.04  -1.60  -0.47
H  1.69  0.42  0.77
H  -1.71  -0.31  -1.61

---

4.
Molecular formula: C19H16ClNO4
Method: DFT, ωB97M-V/def2-TZVPD

Summary:
- SMILES string: Cc1ccc(NC2=C(OC(=O)c3ccccc3C)OC(=O)[C@H]2Cl)cc1
- Multiplicity: 1
- Relative energy (zero: lowest compared OMol25 entry of this formula, charge and spin): 1.9162 eV
- HOMO-LUMO gap: 0.275 hartree

Positions of all 41 atoms, in Å:
O  -0.18  -0.39  -1.70
O  -3.59  3.81  0.66
Cl  -3.73  0.79  1.56
O  -0.04  1.92  -1.56
O  -1.82  3.13  -0.67
C  0.26  0.69  -2.11
C  -2.65  3.09  0.43
C  -0.99  2.08  -0.60
C  -1.16  1.37  0.61
C  1.56  1.68  -5.55
C  2.65  0.84  -5.73
C  0.83  1.61  -4.33
C  -0.66  -1.86  2.10
C  -0.56  0.11  3.47
C  -0.85  -2.64  3.21
C  -0.72  -0.67  4.61
C  2.97  -0.09  -4.75
C  1.15  0.69  -3.31
C  -0.59  -0.46  2.21
C  -0.91  -2.06  4.48
C  2.27  -0.14  -3.51
N  -0.43  0.24  1.02
C  -2.32  1.94  1.37
C  -1.19  -2.81  5.73
C  2.72  -1.17  -2.54
H  1.26  2.32  -6.39
H  3.17  0.95  -6.70
H  -0.04  2.27  -4.27
H  -0.67  -2.40  1.14
H  -0.38  1.17  3.55
H  -1.00  -3.69  3.08
H  -0.72  -0.20  5.60
H  3.83  -0.74  -4.92
H  -0.20  -0.38  0.21
H  -1.99  2.33  2.33
H  -0.59  -3.73  5.75
H  -2.26  -3.10  5.74
H  -0.99  -2.20  6.65
H  2.69  -0.75  -1.54
H  2.11  -2.09  -2.57
H  3.74  -1.49  -2.78

---

Number 1: E_HOMO -4.627 eV, calculated total energy -114504.4945 eV. Number 2: E_HOMO -9.970 eV, calculated total energy -8808.9597 eV. Number 3: E_HOMO -0.850 eV, calculated total energy -15429.1926 eV. Number 4: E_HOMO -7.556 eV, calculated total energy -42164.1473 eV.